[1]
Molecular formula: C70H57Cl3CsN13O2S4
Method: DFT, the ωB97M-V functional and the def2-TZVPD basis

Properties
Energy above the lowest of the compared OMol25 structures with the same formula, charge and spin: 1.955 eV
Net charge: -2
HOMO: -2.187 eV
Total energy: -6557.64821 Eh
Gap between HOMO and LUMO: 0.2055 Eh

XYZ file:
```
150
Properties=species:S:1:pos:R:3:forces:R:3
N -2.664147 2.242472 2.931227 0.4485 -0.2046 0.4158
C -1.173147 -3.209354 -1.779758 -0.2701 -0.2900 -0.1855
C -3.644727 3.519299 -6.564682 -0.0023 0.0383 -0.0131
O 1.920826 2.446690 3.468381 0.4731 0.8816 0.5698
C 1.894571 -4.666313 -8.264800 -0.0109 -0.0332 -0.0623
C -3.004424 1.481599 -4.755291 0.1915 -0.1870 -0.1889
S 3.007736 -2.245409 -2.274384 0.2968 0.0359 -0.0344
C 1.002726 -3.225222 3.494329 0.0748 0.0765 0.0538
C 0.906882 1.350447 6.978042 -0.0134 0.0528 -0.0027
H 4.105256 7.382542 -2.329622 -0.0032 0.0371 -0.0063
H 4.106869 -0.922606 2.346305 -0.0455 0.0023 -0.0073
H -3.889911 4.309366 -7.264564 -0.0001 -0.0126 -0.0017
H -5.627314 4.882251 1.513412 -0.0186 -0.0419 0.0076
C 2.003847 -3.337207 -7.873288 0.0226 0.0285 0.0310
C -4.034448 4.922661 5.076033 0.0898 0.0359 0.0658
C -2.474762 0.073203 -1.000924 -0.2893 -0.7878 1.3280
C 5.471240 0.973933 6.306356 0.0050 -0.0167 0.0028
H -4.872299 2.052365 -7.535181 -0.0052 0.0075 0.0060
H 2.196485 -6.130582 -5.229625 -0.0235 0.0222 0.0074
Cs 0.472767 1.055985 1.784917 -1.8092 -0.4328 -1.6092
H 2.372144 -3.765098 -4.542399 0.0091 -0.0120 0.0622
H -1.121018 -1.291404 6.464417 0.0688 -0.0034 -0.0374
H -3.583169 4.919710 6.060596 -0.0001 -0.0437 -0.0021
C 2.761913 4.362233 0.729580 0.0302 0.0502 0.0813
C -0.347628 -3.065960 -2.892435 0.1206 -0.1300 0.2446
C 2.235052 -4.022489 -5.587116 0.1551 0.0197 -0.0326
H 2.692693 -2.205747 6.114718 -0.0635 0.0730 0.0496
C -2.590370 0.351651 -3.831434 0.5070 0.9868 -1.3186
C 3.833989 3.018981 5.393476 -0.0114 0.0486 0.0138
C 2.255949 -1.563110 -6.083602 -0.1594 0.1214 0.1717
H -0.388025 -4.214562 2.210779 0.0264 0.1006 -0.0372
N -1.084474 -2.635284 -0.529472 0.1628 0.1106 0.2810
C 3.163693 4.893348 -1.894444 0.0225 -0.0230 0.0342
C 1.526599 -3.183017 4.796250 -0.2062 -0.3519 -0.1921
S -0.106024 1.173234 -2.285944 0.6373 0.6086 -0.6880
H -0.449424 -5.642584 6.044415 0.0514 0.0402 0.0534
H 1.383391 -2.577783 2.705074 -0.0598 -0.0742 0.2386
H 1.404165 -4.142072 6.728062 -0.0642 0.0428 0.0217
C -2.401842 -1.288113 3.203908 -0.3982 -0.2140 0.3145
N -1.292956 -0.204389 -4.210798 0.6286 -0.0428 0.1056
C 1.962296 -5.674424 -7.316622 -0.0123 -0.0213 0.0040
C 2.940197 3.609554 -1.415578 -0.0034 0.1281 -0.0242
H -5.656309 -0.480646 -1.962949 -0.0327 -0.0129 0.0079
C 0.443156 0.039031 7.088603 0.0486 -0.0698 0.0099
C -1.318568 -1.207664 -5.253355 -0.1580 0.2516 -0.6189
H 0.546497 -2.455635 -2.832335 -0.0965 -0.0754 0.0167
N -2.630350 1.023221 -0.082500 0.0087 0.2213 0.1519
C 4.045739 -1.740214 1.639731 -0.0122 0.1464 0.0684
O 2.296994 0.254748 3.612339 0.5531 -0.3785 0.7022
N -2.906315 -3.918149 -0.613652 -0.0139 0.0496 0.1310
H 1.882400 -6.712130 -7.618187 -0.0077 0.0072 0.0011
H 6.110782 0.180491 6.669453 0.0361 0.0272 -0.0084
C -3.873854 1.246865 -5.816314 -0.0365 0.0444 0.0406
H 1.750527 -4.913193 -9.310423 0.0188 0.0099 0.0045
H 2.986629 6.473417 1.077054 0.0022 -0.0291 0.0316
C 3.421303 7.367410 -1.481052 -0.0879 -0.0824 0.0505
H -5.443112 6.486923 5.498845 0.0317 0.0280 -0.0138
C -2.324093 -4.021571 -1.854731 0.2353 0.1404 -0.0338
C 3.619987 -1.467851 0.349144 0.1647 -0.5420 0.0825
C -3.516928 -0.514254 -1.698399 -0.9335 -0.9569 1.7957
H 3.106631 -1.426460 -5.419862 0.0782 0.0096 -0.0378
C -0.111615 -1.051107 -6.147537 -0.2835 0.0536 0.0318
H -2.102322 -0.474616 3.852041 0.0206 0.0897 0.0205
N -1.844579 2.832846 5.147392 -0.2945 0.3305 0.0000
H -2.530365 0.691603 -2.799958 0.1797 0.4041 -1.3025
C 3.816297 -3.780392 -0.179293 -0.0247 0.2680 0.1957
H -1.450946 -0.230785 -1.189531 -0.4402 -0.2087 0.2718
H -0.155969 -0.072204 -6.658969 0.0650 -0.0262 -0.0479
H 2.535625 -1.446861 4.606616 0.0598 -0.0610 0.0855
C -2.675858 -4.704898 -3.011100 -0.1358 -0.0006 -0.0230
H 2.385228 -0.901623 -6.955373 0.0903 0.0185 0.0147
S 2.583308 -0.012084 -3.463737 -0.6792 -0.0114 -0.4829
C -5.628144 5.800383 3.477444 -0.0117 0.0127 -0.0993
H -0.113459 -1.834839 -6.908031 -0.0217 -0.0217 -0.0146
C 2.980937 5.677189 0.342067 -0.0052 -0.0287 -0.1298
C -3.866102 1.466178 0.178471 -0.0823 -0.4202 -0.3430
H 4.663654 -3.231120 3.044488 -0.0530 -0.0222 0.0111
Cl 3.671557 -5.116434 -1.282368 0.0225 -0.2065 -0.0461
H -3.772641 -4.328757 -0.322329 -0.0636 0.0504 0.0093
C 2.134851 -5.348041 -5.976206 0.0467 -0.0247 0.0128
H 1.955945 -2.548182 -8.616956 -0.0146 0.0057 0.0132
C 3.189595 5.958988 -1.003392 0.0541 0.0195 0.0413
H -3.321550 -0.457489 -3.889673 0.2126 0.4244 -0.4458
C 0.181269 2.263852 6.254851 0.0348 -0.0518 -0.0501
C 2.516774 1.454022 3.917454 0.5373 -0.1268 0.3656
H -5.964345 1.338714 -0.279177 0.0004 0.0295 0.0061
N -4.132953 2.516838 1.017669 -0.0507 0.6146 0.2357
C -0.106402 0.166260 -3.631067 -0.8918 0.3084 0.4479
H 3.832199 7.986339 -0.683301 0.0125 0.0187 -0.0242
C 1.004354 -4.098599 5.720678 0.0624 0.0883 -0.0041
C -0.721313 -0.280200 6.423565 -0.0002 0.0001 0.0016
C 2.174233 -3.001816 -6.535007 -0.0195 0.0349 -0.0823
C -1.846408 -4.544800 -4.108231 0.0202 -0.1804 0.0988
C 4.347777 -3.033231 2.028546 0.0652 -0.0100 0.0566
C -4.986522 0.935494 -0.502804 0.2131 0.1403 0.1437
N -0.528667 -4.982481 4.106502 -0.0743 -0.1298 -0.0547
H 0.973072 -0.705817 7.667329 0.0051 -0.0216 -0.0105
N -1.442266 0.590975 5.716597 -0.1457 0.0146 -0.2463
C -2.127168 -3.052419 0.126823 0.1116 -0.1169 -0.3823
H -4.142376 -4.040445 1.990714 0.0520 -0.0125 -0.0423
H -0.088299 -3.639100 -4.935496 0.0234 -0.1300 0.1840
C 4.834665 3.302751 6.310073 0.0054 -0.0126 0.0414
N 1.066311 -1.189592 -5.339291 -0.0078 -0.2416 0.2701
C 1.138793 -0.335703 -4.199508 1.2972 0.1657 -0.3594
Cl 3.241113 0.176964 -0.010553 0.1190 0.1269 -0.2770
C 4.221445 -4.062325 1.112601 -0.0001 -0.0744 -0.0705
Cl 6.905638 2.613619 7.913530 0.0665 0.0194 0.0852
N 2.544066 -2.330441 5.127356 0.1608 0.4709 -0.2355
C -3.516070 -3.191208 2.212138 0.0128 0.0286 0.0687
N -1.897105 -1.568131 2.058152 0.5173 0.2440 -0.4429
C 3.506065 -2.479690 -0.627246 -0.1419 -0.0322 0.0480
C 3.638929 1.726667 4.923368 -0.0492 -0.0242 -0.0812
C 0.007212 -4.139822 3.217402 -0.0649 -0.0517 -0.0075
H -3.320370 -1.291104 -2.428282 -0.0927 -0.1430 0.6882
C -0.703455 -3.736320 -4.048923 0.2289 -0.8952 0.3736
H 3.317571 5.058602 -2.954494 0.0043 -0.0254 -0.0009
H 4.423889 -5.088880 1.387865 0.0170 0.0045 0.0062
H -1.786541 2.945923 -3.785756 0.0748 -0.0018 0.0750
H 4.343066 -0.289893 4.997495 -0.0366 -0.0310 -0.0178
C -2.463505 2.760222 -4.607202 -0.0413 -0.0769 -0.0171
H 3.181038 3.800077 5.025769 -0.0048 -0.0238 -0.0245
H 4.993406 4.308803 6.674781 -0.0088 0.0003 0.0064
H 2.913226 2.759228 -2.087418 -0.0652 -0.0650 -0.0285
C -2.514145 -2.636097 1.466020 -0.4385 -0.0590 0.4496
H -6.425546 6.496955 3.244423 0.0009 0.0074 0.0219
C -5.190466 4.907047 2.503741 -0.0059 0.0054 -0.0767
H -3.563148 -5.325615 -3.058545 0.0136 -0.0068 -0.0119
C -1.026718 1.865068 5.635721 0.0469 -0.2962 0.1542
H 1.826220 1.652044 7.467597 0.0169 0.0005 -0.0321
C -0.016155 -4.943615 5.333563 0.0095 -0.0282 -0.0788
H -4.312974 0.262297 -5.939889 0.0148 -0.0107 0.0167
H 2.596932 4.101303 1.771968 -0.0130 0.0190 -0.0169
H -2.228542 -1.078609 -5.842730 -0.0268 0.0965 -0.0165
C -2.780252 3.766599 -5.506080 0.0418 -0.0030 0.0487
C -4.194253 2.256679 -6.714653 -0.0683 -0.0312 -0.0568
H -1.315063 -2.215417 -4.820848 -0.4103 0.9842 -0.4273
C 4.472190 0.713289 5.379441 -0.0417 0.0146 -0.0058
C -4.806385 -0.064697 -1.432038 0.1956 -0.2401 -0.0518
N 2.747224 3.345943 -0.127323 -0.1329 -0.2129 0.1040
H 0.502817 3.290995 6.156078 -0.0202 0.0094 -0.0339
C -5.064534 5.800704 4.749619 0.0202 0.0364 0.0793
C 5.639653 2.269992 6.761240 -0.0556 -0.0259 -0.0829
C -3.606145 4.042754 4.102829 -0.2374 0.0790 -0.2695
C -3.590962 2.850434 2.141659 -0.3980 -0.4062 -0.3298
C -4.184191 4.027375 2.845356 0.0723 0.0117 0.3749
H -2.084151 -5.060190 -5.031233 -0.0006 0.0131 -0.0161
C -2.613717 2.923001 4.112366 0.2900 0.0279 -0.1362
H -2.341645 4.749151 -5.379790 -0.0300 0.0062 0.0028
H 2.476775 7.814948 -1.799022 0.0269 0.0330 -0.0251
S -3.690909 -2.346554 3.689241 0.1908 0.0852 -0.2019
```
Positions in Å, forces in eV/Å.


[2]
Molecular formula: C13H29ClN5O5PS2
Method: DFT, the ωB97M-V functional and the def2-TZVPD basis

Properties
HOMO: -8.110 eV
Total energy: -2760.51426 Eh
Gap between HOMO and LUMO: 0.2938 Eh

XYZ file:
```
56
Properties=species:S:1:pos:R:3:forces:R:3
H 5.935143 1.149487 0.569703 -0.1896 0.0906 0.1049
O -3.854356 0.348324 -2.124384 -0.5204 -0.4882 -0.1214
O 0.620954 2.867155 -1.159505 0.3064 0.5431 0.4255
H 3.921344 -1.466811 2.831840 0.0384 -0.0377 -0.2216
C -7.701040 -1.580462 1.088160 0.2389 -0.1604 0.5703
H 4.137636 -3.475304 1.004664 0.0115 0.0663 0.0719
H -1.368727 1.271432 -1.054178 0.3732 -0.2785 -0.0197
C -2.811126 1.211956 -2.609227 0.7490 -0.0422 0.6061
H 4.390880 2.085894 1.862673 0.1068 -0.1126 -0.0905
C 2.882527 -1.779422 2.752598 0.3287 0.3701 0.2997
C 0.728761 -1.347970 1.874496 -0.2763 0.0760 -0.1401
N 4.075800 0.214696 0.874158 -1.4684 2.7460 -1.7882
C -6.795158 0.516983 -0.049767 0.0658 0.3839 0.1839
H 2.788001 1.415733 2.092289 -0.0149 -0.1917 -0.0740
H -1.473689 -0.315466 -1.752381 0.2296 -0.0138 -0.4409
H 5.329819 -2.169656 1.063144 -0.0308 0.0243 0.0336
N 0.487142 3.905859 -3.099432 -0.0157 0.1368 0.0012
H -6.479625 1.541474 0.182778 -0.1526 -0.0596 -0.0895
N 2.145869 -1.018764 1.757002 -0.1713 0.2455 0.0279
H 4.705953 -1.034925 -2.091683 0.0701 -0.1064 -0.1155
C 0.380305 2.786922 -2.493103 -0.7389 -1.4283 0.5813
O -3.426799 0.241234 0.344486 0.5833 -0.2190 -0.0270
H 2.444900 -1.619321 3.742286 -0.0863 0.0442 -0.0620
H 0.109084 -0.643477 1.326678 0.0409 -0.1041 -0.1312
H -7.864211 -1.983140 2.091565 -0.0808 0.0814 -0.1120
H 4.918370 1.113707 -0.880208 0.0921 0.0897 0.0252
O 1.506177 -1.169736 -0.567867 0.2520 3.7321 -1.4799
N 0.827934 4.815077 -2.105670 0.3745 1.4134 -0.7126
H -6.855139 -2.134611 0.676413 -0.1486 0.1201 -0.1581
H 4.595052 -2.796715 -2.150140 -0.0015 -0.0545 0.1747
H 2.838405 -2.855706 2.551867 0.0137 -0.0029 0.0210
C 4.078513 -1.896433 -1.819161 -0.4544 0.2337 -0.1741
C 5.219150 0.549116 0.006929 0.3846 -0.4313 -0.2402
H -3.039409 2.234909 -2.277949 0.1704 -0.0473 -0.1743
C -1.462050 0.743874 -2.006777 -0.4960 1.2129 0.4532
H 3.159840 -1.827493 -2.406117 -0.0196 0.0428 0.0640
H 0.508620 -2.360864 1.517556 -0.0392 0.0305 -0.0470
H -2.758148 1.221252 -3.697506 -0.4816 -0.3938 0.0727
H -7.558302 0.577449 -0.832973 0.0824 -0.2212 0.0556
H 5.769848 -0.331285 -0.315377 -0.2489 -0.1555 0.0066
H 1.118818 4.570573 -0.018151 -0.0059 0.0039 -0.0549
C -7.392681 -0.087333 1.204149 -0.6009 -0.5949 -0.1584
O -5.663128 -0.224064 -0.540102 0.4088 0.5660 -0.4168
S -4.342906 0.765663 -0.626017 -0.6549 0.2535 0.2558
C 4.678873 -2.748653 0.395221 0.1359 0.1601 0.4575
Cl -6.389036 0.218030 2.667007 0.0777 0.0720 -0.3282
H 5.340137 -3.337731 -0.241222 -0.0877 0.1493 -0.2004
H 0.410731 -1.284167 2.918605 0.2481 -0.0018 0.0536
C 0.902337 4.198609 -1.005367 -0.3310 -1.1629 0.2072
H 3.206468 2.157491 0.545360 0.1546 0.0865 -0.0061
S -0.053978 1.177814 -3.067068 0.2430 0.0233 -0.4133
H -8.619936 -1.764434 0.525514 0.2358 0.1098 -0.2127
N 3.767882 -1.944040 -0.393295 0.5926 0.0191 -0.6144
H -8.340945 0.427862 1.378906 0.2103 0.1552 0.0814
C 3.588021 1.540709 1.365203 -0.1604 -0.0057 0.6143
P 2.731093 -0.671299 0.173377 0.6574 -6.9675 3.3759
```
Positions in Å, forces in eV/Å.


[3]
Molecular formula: C2HN3O2
Method: DFT, the ωB97M-V functional and the def2-TZVPD basis

Properties
Energy above the lowest of the compared OMol25 structures with the same formula, charge and spin: 4.427 eV
HOMO (spin up / spin down): -8.949 / -8.950 eV
Total energy: -391.43811 Eh
Gap between HOMO and LUMO (spin up / spin down): 0.2573 / 0.2574 Eh

XYZ file:
```
8
Properties=species:S:1:pos:R:3:forces:R:3
H 2.108833 0.051081 0.015962 -0.2185 0.1854 0.0900
O -2.421416 -0.188134 0.084321 -0.1670 0.8435 0.2681
O 0.355893 -2.086050 0.002583 0.6943 0.1428 -0.1898
N -0.665947 1.371707 -0.019408 1.1177 4.2958 -0.2139
N 0.608013 1.356178 -0.056905 -0.9280 -0.8546 0.5085
C -1.355804 0.286508 -0.042717 1.4024 -5.4161 -0.6662
C 0.268471 -0.914620 -0.146647 -3.7980 0.3503 0.2766
N 1.101956 0.123332 0.162814 1.8970 0.4529 -0.0733
```
Positions in Å, forces in eV/Å.